Record 1
The following is a DFT calculation (ωB97M-V/def2-TZVPD) of C6H12O as an isolated structure.

Atoms and positions in Å:
C -2.51901 0.31360 -0.56134
C -1.57866 0.61625 0.56636
C -0.06419 -1.05601 0.62947
C 1.20631 -0.37961 0.83092
C 2.35432 -0.99458 0.03524
C 1.91659 0.38006 -0.28364
O 1.29097 0.54981 -1.51686
H -1.96319 0.14186 -1.48524
H -3.08466 -0.59756 -0.34601
H -3.22282 1.13833 -0.72989
H -2.12229 0.85389 1.49155
H -0.89600 1.43975 0.36277
H -0.22528 -1.28008 -0.42731
H -1.08524 -0.58205 1.06467
H 1.45825 -0.05721 1.83974
H 2.09409 -1.77189 -0.68079
H 3.28790 -1.14760 0.56325
H 2.54533 1.20862 0.04735
H 0.60758 1.22442 -1.40026

Force components x, y, z for each atom (eV/Å):
C -0.0061 -0.1923 -0.2710
C 0.2922 0.1162 -0.0310
C -1.0465 0.6840 -0.2978
C 0.1248 0.0999 0.2079
C 0.2166 -0.1192 0.0900
C 0.2241 0.0426 0.2542
O -0.2459 0.2805 0.0271
H -0.1076 0.0269 -0.0284
H -0.0700 0.1245 -0.0795
H 0.0316 -0.1733 0.0396
H 0.3006 -0.2946 -0.0207
H 0.1645 -0.2041 0.0508
H -0.0976 -0.0119 0.0516
H 0.2501 -0.2235 0.4297
H -0.0351 -0.0744 -0.1469
H 0.0042 0.2025 0.1442
H -0.0557 0.0107 -0.1143
H -0.0604 -0.1315 -0.1604
H 0.1165 -0.1629 -0.1449

* HOMO-LUMO gap: 8.396 eV
* ΔE to the lowest compared entry with this formula, charge and spin: 121.7 kcal/mol
* E_tot: -8459.076 eV
* E_LUMO: 0.81 eV

---

Record 2
The following is a DFT calculation (ωB97M-V/def2-TZVPD) of one molecule with the formula C6H12O.

Atoms and positions in Å:
C -0.33421 0.01348 2.29008
C -0.07195 0.69507 0.95186
C 1.29788 0.38269 0.35056
O 1.18336 0.76162 -1.00462
C -0.06403 0.22523 -1.44780
C 0.17520 -1.17460 -2.00992
C -0.99936 0.27905 -0.20981
H 0.49019 0.19564 2.99140
H -0.43559 -1.07253 2.16808
H -1.25133 0.38449 2.76023
H -0.13021 1.78362 1.08240
H 2.13012 0.93226 0.79732
H 1.51183 -0.69904 0.44653
H -0.42306 0.87989 -2.25042
H 0.75844 -1.10368 -2.93545
H -0.75852 -1.70861 -2.22603
H 0.75699 -1.78078 -1.30333
H -1.45926 -0.69988 -0.01951
H -1.80987 0.99866 -0.35764

Force components x, y, z for each atom (eV/Å):
C -0.0100 -0.0557 0.0430
C 0.0811 0.0511 0.0155
C 0.0793 -0.0687 0.2670
O 0.1035 0.0129 -0.0417
C -0.1934 -0.0991 -0.1338
C 0.0246 -0.1297 -0.0929
C -0.0511 -0.0477 -0.0339
H -0.1450 -0.0066 -0.1136
H 0.0451 0.1656 -0.0034
H 0.1076 -0.0729 -0.1043
H 0.0069 -0.1639 -0.0255
H -0.1298 -0.0009 -0.0513
H -0.0158 0.2077 -0.0025
H 0.0737 -0.0714 0.1615
H -0.1211 -0.0270 0.1649
H 0.1197 0.1773 0.0384
H -0.1963 0.1077 -0.0898
H 0.1296 0.1429 -0.0239
H 0.0914 -0.1218 0.0262

* HOMO-LUMO gap: 10.753 eV
* ΔE to the lowest compared entry with this formula, charge and spin: 9.3 kcal/mol
* structure (SMILES): C[C@H]1CO[C@@H](C)C1
* E_tot: -8463.949 eV
* E_LUMO: 1.11 eV

---

What is the E_LUMO in the second record? 1.11 eV